[1]
This record from the OMol25 dataset describes a 14-piece molecular cluster, C8H39BF3N2O16S2 overall. The level of theory is ωB97M-V/def2-TZVPD.

Its HOMO-LUMO gap is 6.09 eV. The value obtained for the molar mass is 551.3 g/mol. For the total energy, the calculation gives -2762.3735 a.u. As for the HOMO energy: -0.17553 hartree. As for the net charge: -1.

XYZ file:
```
71
Properties=species:S:1:pos:R:3:lowdin_charge:R:1
S -2.7262 -0.6671 1.3787 0.875
S -2.4700 -2.7472 -3.1494 0.600
F -4.4501 0.0438 -0.6624 0.067
F -5.2469 0.2139 1.4260 0.033
F -3.8206 1.7963 0.7082 0.050
O 5.5170 -4.2124 2.4004 -0.067
O -3.4346 -1.9630 1.7601 -0.387
O -1.1817 -3.7334 5.7450 -0.039
O 1.2625 -4.3106 -2.3901 -0.064
O -0.6318 5.4044 -3.4059 -0.051
O -0.1770 -4.3143 2.7499 -0.064
O -2.5103 7.3282 -0.6434 -0.046
O 1.8775 -4.7738 6.0597 -0.068
O 1.8904 4.0244 -2.7402 -0.066
O 3.4617 -0.2335 3.1624 -0.063
O -3.0396 -2.1338 -6.0510 -0.132
O 0.8767 4.4774 0.4296 -0.056
O 3.9812 1.6587 -4.0555 -0.064
O -2.2107 -0.0865 2.6857 -0.386
O -2.8592 4.3289 -0.8628 -0.065
O 3.7352 -2.2219 0.5503 -0.132
N -1.4715 -0.2098 -1.1033 0.111
N -1.6431 -2.5502 -0.3432 0.128
C 0.2577 1.1074 -2.3313 -0.030
C 1.3186 -1.6867 -0.1531 -0.133
C 2.3421 -2.6304 0.6739 -0.222
C -2.0162 -2.5252 -1.5608 -0.683
C -0.7224 2.0020 0.0277 -0.049
C -0.7265 0.8679 -1.0801 -0.309
C -4.0780 0.4188 0.6422 -0.469
C 0.1588 -1.1442 0.8161 -0.119
B -1.3323 -1.0986 0.1365 -0.920
H -2.5392 -1.3845 -6.3936 0.032
H -0.2736 0.6147 -3.2200 0.085
H 0.3636 2.3335 0.1928 0.077
H -3.8165 -1.7305 -5.6456 0.018
H 0.4882 -0.1678 1.3023 0.108
H 3.3454 2.1453 -3.5124 0.007
H -0.5451 -4.5534 3.6096 0.002
H 2.3490 4.7123 -3.2361 0.038
H -3.4137 3.7140 -0.3643 0.020
H 0.0995 4.8696 0.8465 0.047
H 4.7966 -3.7361 1.9632 0.002
H 4.4392 2.3463 -4.5510 0.025
H -0.8966 -3.8387 2.3113 0.028
H 2.0911 -2.6116 1.7843 0.102
H 2.9690 -0.5658 3.9212 0.031
H -2.0502 8.0121 -1.1433 0.042
H -1.4791 -2.8565 6.0167 0.058
H 2.2653 -3.7182 0.3323 0.117
H 0.8986 -2.3630 -0.9723 0.093
H 5.1519 -4.4502 3.2605 0.029
H -0.7758 5.0241 -4.2802 0.047
H 0.6403 -4.8824 -1.9238 0.041
H -3.1565 5.2016 -0.5733 0.004
H 1.2553 4.5104 -2.1980 0.007
H 3.6944 -1.0314 2.6663 0.006
H -1.3055 6.0904 -3.3353 0.031
H 1.3567 5.2335 0.0709 0.035
H 1.1580 -4.2992 5.6211 0.004
H -1.7628 -4.3362 6.2236 0.048
H 0.2484 2.2302 -2.5722 0.055
H 0.1012 -1.9110 1.6748 0.090
H 1.9410 -0.8274 -0.5650 0.101
H -3.1423 7.8187 -0.1040 0.047
H -1.2854 2.9364 -0.2884 0.056
H 3.8847 -1.6883 -0.2506 0.086
H 1.3040 0.7156 -2.1592 0.071
H 1.2621 -4.6474 -3.2933 0.035
H -1.1017 1.6731 1.0463 0.071
H 1.5099 -5.0116 6.9176 0.025
```


[2]
This record from the OMol25 dataset describes C4H12N2O in the gas phase. The level of theory is ωB97M-V/def2-TZVPD.

The relative energy (zero: lowest compared OMol25 entry of this formula, charge and spin) comes out at 46.3 kcal/mol. Its HOMO-LUMO gap is 9.95 eV. The value obtained for the molar mass is 104.2 g/mol. For the total energy, the calculation gives -344.3112 a.u. As for the HOMO energy: -0.32881 hartree.

XYZ file:
```
19
Properties=species:S:1:pos:R:3:lowdin_charge:R:1
O 1.3872 1.3434 0.8547 -0.111
N 0.3358 -1.3999 1.8676 0.003
N -0.3967 0.9611 -2.1839 0.003
C 1.2241 0.8629 -0.5083 -0.197
C -0.8888 -0.9543 1.2087 -0.299
C -0.7742 -0.7060 -0.3086 -0.170
C -0.3334 0.7183 -0.7242 -0.329
H -1.1870 1.5407 -2.4589 0.067
H 1.5665 1.6359 -1.1794 0.095
H 2.2688 1.1102 1.1910 0.086
H -0.8825 1.5423 -0.2723 0.143
H 0.2428 -1.4042 2.8710 0.065
H -1.6212 -1.8149 1.2063 0.110
H -0.6235 0.1635 -2.7763 0.069
H 1.8153 -0.0532 -0.6382 0.121
H 1.0612 -0.7835 1.5456 0.028
H -1.4545 -0.1976 1.7512 0.102
H -0.0815 -1.5027 -0.6096 0.114
H -1.6584 -1.0621 -0.8363 0.101
```


[3]
This record from the OMol25 dataset describes a 2-piece molecular cluster, C16H17N overall. The level of theory is ωB97M-V/def2-TZVPD.

The relative energy (zero: lowest compared OMol25 entry of this formula, charge and spin) comes out at 36.4 kcal/mol. Its HOMO-LUMO gap (spin up / spin down) is 7.78 / 4.44 eV. The value obtained for the molar mass is 223.3 g/mol. For the total energy, the calculation gives -674.3208 a.u. As for the multiplicity: 2. As for the HOMO energy (spin up / spin down): -0.42234 / -0.42206 hartree. As for the net charge: +1.

XYZ file:
```
34
Properties=species:S:1:pos:R:3:mulliken_spin:R:1
N 0.7125 0.0662 3.7773 0.023
C -3.3285 0.0923 -1.3705 -0.002
C -2.4557 -0.8748 -3.3765 0.006
C -3.3782 -0.8970 -2.3663 -0.002
C -0.3066 2.1362 -2.6037 -0.001
C 4.1141 -0.0479 2.2497 0.009
C 2.0751 0.2734 3.8328 0.364
C 1.7186 -1.0730 0.4867 0.100
C -1.4610 0.1096 -3.4109 -0.002
C -0.6561 -1.0128 0.5112 0.182
C 2.7022 0.0554 2.6165 0.118
C 1.6569 -0.2538 1.6748 0.044
C -2.3381 1.0447 -1.3253 0.002
C 0.4530 -0.2557 2.4400 0.112
C -0.7579 -0.6289 1.8406 -0.006
C 0.5408 -1.5450 0.0347 -0.017
C -1.4305 1.0813 -2.4145 0.008
H -1.5898 -1.2925 0.0362 0.024
H 0.5716 1.6576 -2.1736 0.000
H -2.5018 -1.6119 -4.1710 0.000
H -0.9219 0.3011 -4.3311 0.000
H -4.0233 -1.7632 -2.2672 0.000
H 2.6220 0.3570 4.7623 0.010
H -4.1933 0.2282 -0.7323 0.000
H 4.5727 0.9501 2.1501 0.014
H 4.7850 -0.4682 3.0072 0.005
H 4.2717 -0.6098 1.3346 0.000
H -2.3657 1.8827 -0.6437 0.002
H 0.6456 -2.3366 -0.7051 0.001
H 2.6830 -1.4329 0.1562 0.002
H 0.1072 0.7385 4.2202 0.003
H -1.6941 -0.3596 2.3141 0.001
H -0.5862 2.9656 -1.9410 0.000
H -0.2431 2.5238 -3.6123 0.000
```


[4]
This record from the OMol25 dataset describes a 8-piece molecular cluster, C6H29NO7S overall. The level of theory is ωB97M-V/def2-TZVPD.

The relative energy (zero: lowest compared OMol25 entry of this formula, charge and spin) comes out at 16.0 kcal/mol. Its HOMO-LUMO gap is 9.04 eV. The value obtained for the molar mass is 259.4 g/mol. For the total energy, the calculation gives -1225.6021 a.u. As for the HOMO energy: -0.32525 hartree.

XYZ file:
```
44
Properties=species:S:1:pos:R:3:lowdin_charge:R:1
S -3.2086 -0.3767 1.1859 0.731
O -1.8927 3.1622 1.2620 -0.070
O -0.5218 -4.8499 -0.9919 -0.069
O -1.2946 2.1771 -2.7691 -0.100
O 0.2918 5.3932 0.9201 -0.044
O 0.5794 -0.9899 -3.1636 -0.018
O 1.4267 -2.8123 -1.2556 -0.088
O 1.3026 1.4952 -2.0288 -0.070
N 1.2045 0.0426 0.5022 -0.033
C -0.6019 -1.3576 1.4188 -0.255
C 2.6167 -0.1859 0.9236 -0.270
C 3.5146 -0.3290 -0.3079 -0.098
C -1.7443 -1.1738 0.4502 -0.549
C 0.8466 -0.0209 2.9792 -0.067
C 0.2241 -0.0949 1.6055 -0.404
H -0.5021 0.6997 1.5047 0.103
H 1.5575 -0.8525 3.1682 0.087
H -3.1116 0.9096 0.8306 -0.180
H 3.5016 0.5691 -0.9456 0.060
H -0.8925 -5.2160 -0.1426 0.079
H 0.6866 -3.3311 -0.8977 -0.006
H 0.3754 4.7590 1.6508 0.043
H -0.9835 -1.7644 2.3577 0.108
H 1.0031 -0.7262 -0.1367 0.071
H -1.3500 1.2752 -3.1532 0.040
H 2.7252 -1.1613 1.4143 0.111
H 0.1127 -0.0723 3.7898 0.088
H 1.0458 -2.2467 -1.9614 -0.006
H 1.3734 0.9202 3.0617 0.071
H -0.4559 2.1799 -2.2448 -0.001
H 0.8217 -0.1632 -2.7940 -0.021
H -1.6728 4.0648 1.4973 0.012
H -2.1042 -2.0976 -0.0193 0.063
H 2.9345 0.6699 1.5323 0.112
H 1.7084 2.3200 -2.2837 0.068
H 1.4587 1.3902 -1.0688 0.036
H -0.1509 4.9237 0.2324 0.003
H 4.5610 -0.4721 0.0142 0.077
H -2.0542 3.0987 0.2924 0.055
H 0.0580 -2.1645 1.1815 0.097
H 3.2876 -1.2172 -0.9063 0.059
H -1.0023 -5.3776 -1.6531 0.058
H -1.4870 -0.6393 -0.4617 0.069
H 1.3569 -1.3045 -3.5938 0.049
```


[5]
This record from the OMol25 dataset describes a 2-piece molecular cluster, C2H8S3 overall. The level of theory is ωB97M-V/def2-TZVPD.

The relative energy (zero: lowest compared OMol25 entry of this formula, charge and spin) comes out at 18.3 kcal/mol. Its HOMO-LUMO gap is 9.00 eV. The value obtained for the molar mass is 128.3 g/mol. For the total energy, the calculation gives -1275.5177 a.u. As for the HOMO energy: -0.31995 hartree.

XYZ file:
```
13
Properties=species:S:1:pos:R:3:lowdin_charge:R:1
S -1.5314 -3.4487 -0.0133 0.206
S -3.1930 -3.0030 -1.2191 0.205
S 0.7904 0.9238 -0.6221 0.725
C 2.3563 1.0456 0.3269 -0.419
C -0.4308 1.6863 0.4982 -0.432
H 2.5348 0.1741 0.9622 0.034
H -2.8129 -3.5342 -2.3962 -0.213
H 2.5371 1.9140 0.9289 0.030
H -0.6535 2.7177 0.1689 0.034
H -0.9638 -2.1832 0.0054 -0.207
H 3.0761 1.2040 -0.4173 -0.008
H -0.3810 1.4911 1.5234 0.008
H -1.3283 1.0126 0.2543 0.038
```